No. 1
C18H35LiN3O7 as an isolated structure at a distorted geometry. Source: the OMol25 dataset; level of theory: ωB97M-V/def2-TZVPD.

XYZ file:
```
64
Properties=species:S:1:pos:R:3:forces:R:3
O -1.724 -2.158 -0.767 0.710 0.702 0.138
C -0.717 4.683 -1.141 -0.446 0.381 1.363
H 3.048 -0.095 -1.253 -0.324 0.121 -0.015
C 2.726 -2.112 -3.018 1.642 -0.762 0.401
H -2.218 -0.716 2.377 0.154 -0.378 -0.145
C -5.011 -0.662 -0.579 -1.943 -0.711 -0.792
C 2.413 0.535 1.074 -0.932 -0.083 1.040
H 3.233 0.310 1.764 0.349 -0.077 -0.412
H -1.161 5.655 -1.360 0.468 0.163 -0.259
O 0.293 -3.511 4.296 -0.544 -0.212 0.099
O -6.200 -1.017 -0.740 0.508 0.882 0.452
H -0.130 1.294 -1.754 -0.247 0.202 -0.006
C 1.339 3.471 -1.155 0.421 -0.108 -0.699
O 1.922 -0.619 0.427 0.121 -0.251 -1.233
O -5.476 1.741 -0.403 0.058 -1.299 -0.158
C 1.934 -1.889 -1.724 -0.527 1.339 -1.504
H 0.169 -1.651 -2.861 -0.072 -0.853 0.658
H 1.723 -2.840 -1.229 -0.253 -0.026 -0.125
C -0.656 -2.460 4.076 0.751 -0.219 0.129
Li 0.042 -1.197 -0.158 -1.344 0.249 -0.176
C 2.671 -0.985 -0.733 1.269 -0.270 0.142
C -3.281 1.145 -0.316 2.278 -0.709 -0.365
H -1.363 3.953 -1.633 0.572 -0.321 -0.222
H 0.778 -1.148 3.038 0.088 -0.180 0.232
H 2.641 1.362 0.402 0.132 -0.144 -0.168
H 1.478 -4.374 5.673 -0.281 -0.293 0.214
H -0.837 4.562 -0.058 -0.363 -0.257 -0.030
H -1.646 -2.851 3.812 0.068 -0.287 0.047
H -3.038 2.200 -0.310 0.090 0.044 0.259
C 1.607 3.405 -3.676 0.814 -0.624 -0.149
H -1.449 -0.004 3.781 0.070 -0.110 0.059
H -1.080 -2.915 1.675 -0.335 0.604 -0.558
H -0.833 0.348 2.188 -0.230 -0.059 -0.200
N 0.697 -1.202 -2.116 -0.573 0.065 -0.068
H 1.190 -2.678 5.933 -0.127 0.001 0.226
H 3.780 -2.348 -2.795 -0.072 -0.052 -0.099
H -0.563 2.452 -2.841 -0.312 -0.560 -0.040
H 2.180 1.852 -2.353 0.151 0.319 0.408
O 0.676 4.698 -1.378 -0.299 0.103 -0.608
H 0.918 2.930 -0.303 -0.034 0.009 0.066
C -2.240 0.210 -0.414 -1.236 0.394 -0.147
N 0.159 1.771 -2.616 0.004 0.640 -0.231
N -0.247 -2.323 1.641 0.368 -1.027 0.262
H 2.361 -2.954 -3.608 -0.289 -0.050 0.259
H 2.525 3.994 -3.598 -0.295 0.389 0.241
H 2.388 3.732 -0.977 -0.048 0.116 0.354
C -2.614 -1.271 -0.634 -1.550 -0.816 0.202
H -0.785 -1.920 5.018 0.082 0.351 -0.149
H 0.752 4.014 -3.957 0.051 0.175 0.090
H 1.840 2.715 -4.492 -0.392 -0.063 -0.026
H 3.573 -1.513 -0.385 -0.012 -0.042 -0.117
H 1.588 0.836 1.727 0.048 0.260 -0.158
C -3.988 -1.608 -0.647 2.047 0.241 0.292
C -4.634 0.818 -0.433 -1.397 1.439 0.283
O -1.008 0.499 -0.353 0.827 -0.217 0.442
H 0.815 -0.301 -2.587 0.666 0.196 0.655
H 2.747 -1.269 -3.708 -0.247 0.343 0.388
H -4.234 -2.655 -0.745 -0.142 -0.032 -0.120
H -0.122 -3.800 6.347 -0.067 -0.291 -0.067
C 1.356 2.583 -2.410 -0.115 -0.498 -0.334
H 0.456 -3.066 1.606 0.347 0.447 0.347
C 0.695 -3.618 5.647 0.717 0.720 -0.601
C -1.249 -0.453 2.802 0.562 0.817 0.236
C -0.213 -1.584 2.910 -1.384 0.168 0.002
```
Forces are in eV/Å.

## Properties
multiplicity: 1
net charge: -1
E_HOMO: -3.29 eV
HOMO-LUMO gap: 5.29 eV

Atomic partial charges in e from the natural (NBO) method, atoms 1 to 5: -0.774 -0.259 0.171 -0.615 0.240



No. 2
C15H18B2MnN10 as an isolated structure at a distorted geometry. Source: the OMol25 dataset; level of theory: ωB97M-V/def2-TZVPD.

XYZ file:
```
46
Properties=species:S:1:pos:R:3:forces:R:3
C -0.078 -0.073 3.069 2.142 -0.018 -2.128
H -1.429 4.899 -1.339 0.290 0.450 -0.360
H -1.019 -2.652 -1.716 -0.264 0.105 0.407
C -1.341 3.883 -1.043 -0.200 -0.398 0.469
C -3.112 -2.354 -1.019 -2.544 -1.924 0.060
N -0.633 1.812 -0.566 -0.309 0.843 -0.340
H 0.911 -0.359 -2.519 0.293 -0.060 -0.273
H 3.210 -3.492 -1.786 0.399 -0.430 -0.345
C 4.028 0.840 -1.333 -0.798 0.004 -0.368
H -3.223 0.529 3.467 0.010 -0.038 0.315
H 4.812 2.312 0.110 -0.737 -0.171 -0.409
C -2.345 3.198 -0.359 1.236 -0.332 -0.163
H 2.098 2.436 0.826 0.436 -0.233 -0.176
C -1.094 -0.067 3.953 -1.705 -0.405 2.185
H 2.704 -1.037 -3.383 -0.361 0.008 0.417
Mn 0.174 0.041 -0.308 0.512 0.863 -0.084
N 2.774 0.384 -1.544 -0.005 -0.424 0.230
C 3.949 1.792 -0.332 1.622 0.637 0.893
C 2.083 -3.593 0.152 -0.406 1.173 -0.508
N -1.817 0.603 1.956 1.278 -1.028 0.324
N -2.700 -0.361 -0.199 0.257 0.023 0.266
C -1.793 -2.103 -1.179 1.061 0.843 -0.642
N 1.949 0.956 -0.642 -0.536 -0.132 -0.230
H -3.773 1.229 1.029 0.263 0.160 -0.222
N -0.475 0.273 1.816 -0.590 0.366 0.972
H 4.884 0.505 -1.916 -0.434 0.084 0.135
H -3.301 3.473 0.037 -0.226 0.239 -0.178
C 2.503 -3.118 -1.088 0.185 0.425 -0.126
H 0.659 -2.627 1.527 -0.218 0.251 0.020
N -1.881 1.973 -0.100 -1.078 0.301 0.336
N -1.546 -0.867 -0.708 0.204 0.203 0.394
H -1.101 -0.418 5.008 0.122 0.626 -1.064
C -2.188 0.364 3.223 -0.485 0.291 -0.658
C -0.276 2.988 -1.140 0.132 -0.187 -0.349
H 2.421 -4.373 0.767 0.352 -1.155 0.096
H 0.711 3.098 -1.621 -0.838 -0.077 0.423
B -2.655 0.920 0.710 0.109 -0.648 -0.168
H 0.983 -0.252 3.260 -0.469 -0.184 -0.182
N 1.139 -1.633 -0.292 -0.362 -0.463 -0.131
N 1.930 -1.939 -1.360 -0.360 -0.427 1.223
B 2.073 -0.756 -2.385 0.520 0.049 -0.044
C 1.191 -2.633 0.593 0.506 0.102 -0.026
C 2.629 1.837 0.085 -0.096 -0.049 0.140
H -3.685 -3.274 -1.274 0.738 0.968 0.099
H -4.680 -1.115 -0.062 -0.286 0.309 0.217
C -3.668 -1.253 -0.373 0.639 -0.539 -0.447
```
Forces are in eV/Å.

## Properties
multiplicity: 5
net charge: +1
E_HOMO (alpha / beta): -12.53 / -12.49 eV
HOMO-LUMO gap (alpha / beta): 8.41 / 8.68 eV

Atomic partial charges in e from the natural (NBO) method, atoms 1 to 5: -0.004 0.252 0.243 -0.320 -0.323



No. 3
One molecule with the formula C22H20N4O3S at a distorted geometry. Source: the OMol25 dataset; level of theory: ωB97M-V/def2-TZVPD.

XYZ file:
```
50
Properties=species:S:1:pos:R:3:forces:R:3
C 0.349 1.744 -1.307 -2.343 1.227 -0.156
C -2.866 -4.171 -2.250 -1.458 -2.365 1.137
H 1.380 1.732 1.379 -1.783 0.287 1.116
C 4.477 2.516 0.674 -3.416 -0.939 2.592
H 3.812 5.048 1.152 0.830 0.955 0.603
N 2.474 2.403 -0.231 -0.897 0.769 -3.043
N -3.863 -5.893 0.666 -0.439 -0.611 -1.383
C 3.029 4.329 1.091 0.167 0.643 -0.441
N 2.896 3.503 2.284 0.564 0.741 0.433
C -2.004 -1.978 -2.379 -1.678 -0.733 0.739
C 3.500 3.369 -0.013 -0.987 0.453 1.110
N -2.968 -4.372 -0.976 0.264 0.299 -0.072
H 1.614 3.164 -2.082 0.454 0.031 1.311
C 3.126 4.013 3.583 1.467 -0.320 -2.500
H 2.362 6.016 3.566 0.437 -0.301 0.286
C -2.965 -1.377 -1.495 2.818 1.850 -1.065
H 3.969 3.848 -0.839 -0.369 0.477 -1.174
H 3.276 5.574 5.044 0.485 -0.224 -1.387
C -3.701 -5.543 -0.650 0.661 1.149 1.576
H -3.861 -1.840 -1.283 -1.686 -1.051 0.417
C -4.536 -7.043 0.820 -0.294 0.563 -0.214
H -3.522 0.436 -0.528 0.419 -0.062 0.316
H 2.441 0.605 0.689 0.319 -1.088 0.287
S -3.719 -5.403 -3.173 -0.188 -0.463 -0.794
C -1.482 0.537 -1.320 -1.680 -1.325 0.013
C 3.256 5.445 3.927 -3.211 1.520 0.086
H -0.070 -1.626 -3.477 -1.116 -0.852 0.337
C -4.905 -7.432 -1.576 1.242 -0.206 -0.593
C 2.335 1.626 0.983 0.483 -0.515 -0.751
C -2.705 -0.086 -1.021 -0.631 -1.435 -0.838
C -5.026 -7.779 -0.278 -0.508 -1.910 1.312
H -5.025 -8.130 -2.402 -0.616 0.290 0.195
H 5.281 3.015 0.999 3.328 1.462 1.160
H 3.777 1.515 2.690 -0.377 0.741 -0.436
O -2.252 -3.248 -2.982 -0.039 0.840 0.871
C 1.335 2.843 -1.031 -0.323 -0.223 -0.873
H 0.722 3.694 -0.583 0.666 -0.855 -0.295
C 3.428 2.178 1.874 0.737 -0.333 -0.632
H 4.032 5.885 3.351 1.187 0.358 -0.035
H -4.776 -7.405 1.844 0.526 0.413 -0.792
C -0.886 -1.358 -2.777 3.844 3.345 -0.343
O 3.524 3.258 4.400 0.306 -2.654 2.716
H 2.137 4.897 0.885 -0.551 -0.022 -0.352
C -0.939 1.722 -0.825 2.285 0.561 0.250
H -5.397 -8.786 -0.158 -0.360 -0.007 0.745
H -1.358 2.434 -0.127 0.077 -0.236 0.003
O 0.476 0.805 -2.332 1.233 -1.001 1.000
C -0.575 -0.065 -2.185 -1.957 -0.402 0.074
C -4.198 -6.277 -1.717 1.124 2.608 -1.721
H 4.592 1.658 0.096 0.986 -1.448 -0.794
```
Forces are in eV/Å.

## Properties
multiplicity: 1
net charge: 0
E_HOMO: -8.31 eV
HOMO-LUMO gap: 8.87 eV
SMILES: CC(=O)N1C[C@H]2C[C@@H]1CN2Cc1cc2ccc(Oc3nc4ncccc4s3)cc2o1

Atomic partial charges in e from the natural (NBO) method, atoms 1 to 5: 0.306 0.413 0.199 -0.400 0.179



No. 4
C23H21BF8N4O3PtS as an isolated structure at a distorted geometry. Source: the OMol25 dataset; level of theory: ωB97M-V/def2-TZVPD.

XYZ file:
```
62
Properties=species:S:1:pos:R:3:forces:R:3
N -3.441 0.728 1.419 -0.272 0.012 -0.093
H 6.020 -1.461 2.750 -0.009 0.003 0.015
H -2.599 -2.480 3.289 0.055 0.064 -0.022
C -1.093 1.979 -1.110 -0.156 -0.001 -0.209
H 5.583 -0.309 0.587 -0.010 0.008 0.037
C -2.982 -0.450 3.577 0.113 0.004 -0.066
H -3.443 1.621 3.309 -0.047 -0.036 0.008
C 1.353 1.937 -1.010 -0.263 0.607 -0.392
F 1.934 -3.231 4.262 0.021 0.160 -0.124
C -3.696 -0.559 0.784 0.030 -0.080 -0.030
H -3.014 -2.632 0.938 -0.003 0.007 -0.015
C 0.017 1.951 1.027 0.497 0.016 0.068
C 2.645 2.115 -3.269 0.342 0.398 0.411
H -4.795 0.554 2.963 0.020 -0.039 0.018
H -2.814 3.023 -3.181 -0.009 -0.008 0.009
H -4.146 -2.052 2.931 0.028 -0.030 0.020
O 2.603 2.778 -4.290 -0.046 -0.231 -0.093
O 3.676 1.485 -2.816 -0.425 -0.043 -0.035
C 5.026 -1.430 2.331 -0.256 -0.115 0.061
C 0.080 2.043 -0.358 -0.305 -0.039 -0.185
C 2.698 -2.028 2.356 -0.238 0.124 0.140
S 1.015 -1.435 0.243 -0.071 0.365 0.118
H 0.928 2.000 1.605 0.050 0.001 0.010
H -3.360 -0.582 4.590 -0.023 0.010 -0.001
F 4.768 -1.060 -1.921 0.112 0.062 -0.028
H -2.494 -0.060 -3.099 0.002 -0.001 0.009
H -3.477 -0.504 -0.279 -0.046 0.007 0.017
C -2.292 1.669 -0.459 -0.052 -0.048 0.153
C -2.197 1.478 -4.647 0.022 0.033 0.010
C -3.712 0.679 2.840 -0.065 -0.132 0.168
C -2.313 1.398 0.903 -0.034 -0.043 -0.493
H -3.203 1.542 -1.024 -0.001 -0.005 -0.013
F 5.092 -3.043 -3.048 -0.007 -0.037 -0.003
F 0.493 -1.935 3.306 0.101 -0.172 0.026
C 2.475 -1.347 1.115 0.339 -0.382 -0.263
H -2.754 1.968 -5.432 -0.001 0.004 -0.004
O 2.357 1.732 -0.290 0.825 -0.293 0.591
H -4.027 0.847 -3.531 -0.001 -0.007 -0.005
H -4.760 -0.804 0.884 0.026 -0.018 0.041
C -2.827 -1.656 1.383 -0.021 0.056 -0.007
F 5.211 -1.074 -4.216 0.000 0.021 -0.036
N 3.576 -0.720 0.567 -0.307 -0.149 0.219
C -1.152 1.661 1.630 -0.234 0.108 0.329
N -1.019 2.119 -2.491 0.097 0.014 0.051
B 4.544 -1.807 -3.279 0.010 -0.055 0.098
C -2.946 0.827 -3.525 -0.022 0.004 0.034
H 0.223 2.410 -4.141 -0.031 0.011 0.007
H -1.757 -1.429 1.296 0.012 -0.019 0.076
F -1.173 1.541 2.982 0.183 0.081 0.079
N -3.172 -1.757 2.849 0.059 -0.018 -0.003
C 1.565 -2.751 3.051 -0.067 0.021 -0.116
F 3.180 -1.827 -3.439 -0.069 0.034 -0.051
Pt 3.548 0.364 -1.143 0.248 -0.004 -0.182
C 4.788 -0.790 1.140 -0.116 -0.055 0.088
C 3.939 -2.048 2.953 0.112 0.060 -0.169
C -2.221 2.125 -3.298 0.067 -0.037 0.079
C 1.382 2.106 -2.408 -0.217 -0.340 -0.591
C 0.198 2.236 -3.075 0.056 -0.037 0.210
H -1.282 1.002 -4.968 -0.003 -0.008 -0.005
F 1.082 -3.816 2.381 0.074 0.294 0.048
H -1.909 -0.276 3.612 -0.090 -0.101 -0.009
H 4.072 -2.565 3.893 0.011 -0.009 -0.004
```
Forces are in eV/Å.

## Properties
multiplicity: 1
net charge: 0
E_HOMO: -7.21 eV
HOMO-LUMO gap: 5.97 eV

Atomic partial charges in e from the natural (NBO) method, atoms 1 to 5: -0.434 0.229 0.448 0.276 0.226



No. 5
C3H11N3O2 as an isolated structure at a distorted geometry. Source: the OMol25 dataset; level of theory: ωB97M-V/def2-TZVPD.

XYZ file:
```
19
Properties=species:S:1:pos:R:3:forces:R:3
H -2.047 -1.012 1.487 0.156 -0.021 -0.073
C -1.243 -0.043 0.061 2.039 1.750 0.655
H 2.148 -1.749 0.172 -0.188 0.038 -0.025
C 0.752 -0.237 -0.080 -0.544 0.968 0.928
H -2.566 1.501 -0.485 -0.015 -0.037 -0.020
H -1.096 2.083 0.333 0.015 0.011 -0.004
N 1.147 0.717 0.927 0.054 0.096 -0.141
H 2.139 0.642 1.136 -0.074 -0.049 0.026
O -1.720 -1.012 -0.740 2.817 -1.062 -0.222
C -1.486 1.371 -0.388 0.064 -0.108 0.083
N 1.232 0.206 -1.352 -0.329 -0.088 -0.007
H -1.012 1.524 -1.354 -0.017 0.031 -0.012
H 0.619 0.586 1.781 0.017 -0.057 -0.028
O -1.505 -0.215 1.406 -0.278 -0.152 0.197
N 1.138 -1.628 0.147 -0.733 0.040 -0.269
H -0.544 -1.062 -0.684 -3.267 -1.391 -1.194
H 1.330 -0.528 -2.037 0.184 0.037 0.062
H 2.006 0.852 -1.318 -0.060 -0.024 -0.003
H 0.709 -1.995 0.988 0.160 0.018 0.049
```
Forces are in eV/Å.

## Properties
multiplicity: 1
net charge: 0
E_HOMO: -8.20 eV
HOMO-LUMO gap: 8.95 eV

Atomic partial charges in e from the natural (NBO) method, atoms 1 to 5: 0.494 0.567 0.370 0.271 0.223



No. 6
A 3-piece molecular cluster, C4H13NO3 overall at a distorted geometry. Source: the OMol25 dataset; level of theory: ωB97M-V/def2-TZVPD.

XYZ file:
```
21
Properties=species:S:1:pos:R:3:forces:R:3
H 1.616 0.893 -3.213 0.016 0.272 -0.513
H -1.756 1.571 1.089 0.027 0.261 -0.201
H 0.926 1.813 -2.299 -0.091 0.423 -0.240
O -2.688 -0.017 -1.922 0.213 0.012 0.312
H -2.685 -0.251 -0.983 -0.302 -0.077 -0.226
H 2.025 0.016 2.015 -0.015 -0.740 -0.845
H 2.641 -1.411 1.076 -0.437 -0.710 0.132
H -0.587 -1.013 -0.651 0.182 0.265 0.601
O 1.236 1.784 -3.219 0.071 -0.696 0.795
H 0.227 -2.037 0.513 0.456 -0.042 0.041
O -2.998 0.023 1.227 0.279 -0.033 -0.247
C -1.881 0.488 1.220 -0.272 0.769 0.013
N 1.227 -0.119 0.031 -0.188 -1.362 -0.391
C 0.021 -0.992 0.276 0.253 1.081 -0.084
H 3.201 0.151 0.796 0.016 0.450 -0.578
H -1.082 -0.952 2.287 0.286 -0.897 -0.835
C -0.664 -0.324 1.476 -0.730 -1.093 1.590
H -2.737 0.944 -1.904 -0.056 0.033 -0.156
H 1.587 -0.343 -0.897 -0.062 0.046 0.247
C 2.286 -0.393 1.001 0.266 1.196 1.038
H 0.087 0.171 2.081 0.088 0.842 -0.451
```
Forces are in eV/Å.

## Properties
multiplicity: 1
net charge: 0
E_HOMO: -9.88 eV
HOMO-LUMO gap: 10.38 eV
SMILES: CNCCC=O.O.O

Atomic partial charges in e from the natural (NBO) method, atoms 1 to 5: 0.459 0.114 0.468 -0.939 0.472



> Look up the net charge of the fifth one.

0



> net charge of number 3 (C22H20N4O3S)?

0



> Among the records above, which one has the highest net charge?

C15H18B2MnN10